# 1
The following is a DFT calculation (the ωB97M-V functional and the def2-TZVPD basis) of the ion C6H12NO with charge +1 in a non-equilibrium geometry.

```
20
Properties=species:S:1:pos:R:3:forces:R:3
C 0.339 -0.579 0.628 -2.476 5.285 -3.917
C 1.182 -1.429 1.046 -0.412 -1.936 0.270
C -0.277 1.573 -0.828 2.461 -0.416 0.134
C 2.223 -1.117 2.003 1.590 -0.510 2.474
C 0.943 -2.934 0.784 0.072 2.691 -3.151
C -2.230 2.179 -2.096 2.598 0.575 -1.755
N -1.612 2.204 -0.764 1.825 0.453 -0.732
O -0.258 0.415 0.086 0.293 -1.923 1.339
H 0.136 1.515 -1.886 -0.743 -0.826 1.732
H 2.131 -1.915 2.755 0.166 0.399 0.170
H 3.183 -1.287 1.589 1.032 -0.553 -0.947
H 2.434 -0.187 2.542 -1.252 0.273 -0.438
H 1.820 -3.377 0.367 0.713 -0.215 -0.255
H 0.654 -3.445 1.603 -0.826 -1.415 3.047
H 0.140 -3.009 0.054 0.018 -0.240 -0.136
H -3.202 2.393 -2.048 -4.058 0.973 0.557
H -1.811 2.983 -2.752 0.140 -1.011 0.557
H -2.156 1.184 -2.529 0.435 0.116 0.052
H -2.181 1.658 -0.171 -0.897 -0.492 1.393
H -1.458 3.175 -0.382 -0.682 -1.227 -0.396
```
Positions in Å, forces in eV/Å.

E_tot: -9941.0431 eV
Frontier orbital gap (alpha / beta): 7.93 / 7.94 eV
Total charge: +1

***

# 2
The following is a DFT calculation (the ωB97M-V functional and the def2-TZVPD basis) of an isolated molecule of C6H9FN2 in a non-equilibrium geometry.

```
18
Properties=species:S:1:pos:R:3:forces:R:3
C 0.889 -0.915 2.312 -3.067 0.255 -2.586
N 0.031 -0.068 1.344 -0.646 -0.424 1.579
C -1.167 -0.616 0.809 0.644 0.710 -1.432
F -2.081 -1.171 1.633 1.034 0.239 -0.480
C -1.274 -0.412 -0.550 -0.402 -0.646 0.676
C -0.186 0.411 -1.031 1.255 0.594 1.904
C 0.417 0.030 -2.348 1.278 3.644 0.429
C 0.026 1.730 -0.317 -2.411 -2.247 1.250
N 0.744 0.620 0.356 -0.415 -0.282 -1.350
H 1.617 -1.414 1.733 0.639 -0.962 -0.573
H 1.347 -0.410 3.071 1.261 2.315 1.536
H 0.198 -1.531 2.863 -0.278 -0.785 -0.355
H -1.909 -0.837 -1.360 -0.032 0.218 1.531
H 1.437 -0.363 -2.181 -0.854 -0.432 -0.571
H 0.510 1.004 -2.953 0.123 -1.425 0.557
H -0.369 -0.507 -2.781 -0.269 -1.629 -1.267
H 0.701 2.374 -0.825 0.327 0.842 0.079
H -0.932 2.076 0.225 1.813 0.014 -0.926
```
Positions in Å, forces in eV/Å.

E_tot: -12061.8087 eV
SMILES string: CN1C(F)=C[C@@]2(C)CN12
Frontier orbital gap: 9.05 eV

***

# 3
The following is a DFT calculation (the ωB97M-V functional and the def2-TZVPD basis) of a cluster of 10 separate species, H20O10 in total in a non-equilibrium geometry.

```
30
Properties=species:S:1:pos:R:3:forces:R:3
O -20.890 -2.097 -5.498 0.657 -0.284 0.128
H -21.154 -1.323 -5.002 -0.292 0.260 0.349
H -20.621 -2.760 -4.830 0.196 0.346 0.004
O -22.012 -0.099 -3.924 -0.615 -0.755 -1.614
H -22.972 -0.164 -3.942 -0.100 -0.270 0.021
H -21.831 0.500 -3.238 0.580 1.192 1.618
O -18.820 -3.227 -6.960 0.251 -0.080 -0.576
H -18.999 -3.767 -7.747 -0.102 0.548 0.400
H -19.435 -2.483 -6.934 -0.387 0.084 -0.311
O -20.498 -4.164 -3.749 -0.473 0.511 -0.181
H -19.727 -4.668 -3.500 0.429 -0.540 -0.370
H -21.082 -4.672 -4.326 0.333 -0.427 -0.110
O -22.047 -3.503 -1.705 -1.011 1.108 1.604
H -21.526 -3.765 -2.427 1.599 -0.073 -1.736
H -22.528 -4.299 -1.561 -0.932 -0.825 0.637
O -19.511 -0.608 -2.179 -0.393 0.628 0.965
H -18.885 -1.258 -2.402 1.983 -2.032 1.130
H -19.658 -0.497 -3.090 -1.536 1.399 -2.134
O -17.941 -4.968 -5.331 -0.508 -0.437 1.650
H -18.246 -4.140 -5.734 0.182 -0.141 -0.603
H -17.279 -5.383 -5.863 0.483 -0.005 -0.546
O -20.232 -0.864 -8.199 -0.736 -1.329 -0.852
H -19.482 -0.330 -8.011 0.538 0.891 0.439
H -21.051 -0.550 -7.775 0.575 0.091 0.285
O -22.259 0.341 -6.877 -0.156 0.723 -2.233
H -21.892 1.137 -7.310 -0.487 -0.440 0.183
H -22.085 0.489 -5.975 0.344 0.112 2.150
O -22.537 -3.910 -6.396 -2.122 -2.629 -0.814
H -21.968 -3.278 -6.025 1.427 1.945 0.004
H -22.366 -4.082 -7.331 0.275 0.428 0.512
```
Positions in Å, forces in eV/Å.

E_tot: -20799.6273 eV
SMILES string: O.O.O.O.O.O.O.O.O.O
Frontier orbital gap: 10.82 eV

***

# 4
The following is a DFT calculation (the ωB97M-V functional and the def2-TZVPD basis) of a structure of composition C17H16ClIrN2O8 in a non-equilibrium geometry.

```
45
Properties=species:S:1:pos:R:3:forces:R:3
Ir -0.364 -0.152 -0.112 2.518 0.864 1.921
O -3.576 2.505 4.182 0.012 0.005 0.032
C -2.867 1.846 3.244 0.001 -0.043 0.019
C -2.301 0.591 3.480 0.002 0.048 -0.039
C -1.595 0.000 2.456 -0.089 0.074 0.085
N -1.482 0.612 1.286 -0.974 -0.227 0.127
C -1.971 1.826 1.044 -0.061 0.103 0.185
C -2.686 2.486 2.015 0.006 -0.002 -0.077
C -1.567 2.393 -0.309 -0.151 -0.110 -0.198
O -1.911 3.505 -0.630 0.008 0.068 0.029
O -0.831 1.584 -1.032 -0.174 0.277 -0.471
C -0.773 -1.274 2.549 -0.195 -0.275 -0.290
O -0.810 -1.953 3.548 0.085 0.089 0.108
O -0.018 -1.470 1.502 0.147 -0.504 -0.218
H -3.605 1.994 4.999 -0.026 -0.005 -0.030
H -2.380 0.076 4.428 -0.011 0.016 0.009
H -3.077 3.474 1.820 -0.009 0.014 0.041
O 1.124 0.917 1.135 -0.189 0.372 -0.307
C 2.414 1.344 0.645 0.102 -0.081 0.042
C 3.406 0.191 0.652 -0.180 -0.021 -0.023
C 2.818 -1.030 -0.068 -0.025 0.163 0.004
C 2.350 -0.647 -1.441 -0.010 -0.206 -0.048
C 3.249 -0.420 -2.472 0.032 -0.135 -0.020
C 2.787 -0.067 -3.726 0.072 0.001 -0.043
C 1.423 0.032 -3.932 -0.083 -0.041 0.011
C 0.575 -0.183 -2.865 0.233 -0.037 -0.049
N 1.032 -0.487 -1.638 -0.156 -0.116 -0.332
H 1.228 0.426 1.963 -0.036 -0.168 -0.140
H 2.765 2.178 1.252 -0.062 -0.003 0.062
H 2.224 1.716 -0.361 -0.010 -0.011 -0.003
H 3.656 -0.085 1.679 0.025 0.047 0.021
H 4.329 0.532 0.175 -0.002 -0.014 -0.006
H 1.968 -1.404 0.502 0.090 -0.140 -0.021
H 3.549 -1.836 -0.132 0.074 0.066 -0.031
H 4.308 -0.545 -2.285 -0.001 0.006 0.018
H 3.482 0.118 -4.535 0.004 -0.018 -0.002
H 1.010 0.278 -4.899 -0.007 0.018 0.001
H -0.495 -0.109 -2.964 -0.073 0.025 0.012
Cl -1.675 -3.231 -3.399 -0.028 0.039 0.084
C -2.757 -3.093 -1.983 -0.066 -0.083 -0.120
C -2.244 -2.209 -0.862 0.057 0.265 0.162
O -2.568 -2.450 0.280 -0.062 0.012 0.143
O -1.526 -1.204 -1.268 -0.770 -0.304 -0.623
H -2.915 -4.088 -1.581 -0.015 0.002 -0.028
H -3.702 -2.688 -2.339 -0.002 -0.029 0.005
```
Positions in Å, forces in eV/Å.

E_tot: -52612.6587 eV
Frontier orbital gap: 8.61 eV

***

# 5
The following is a DFT calculation (the ωB97M-V functional and the def2-TZVPD basis) of a cluster of 9 separate species, C12H43NO9 in total in a non-equilibrium geometry.

```
65
Properties=species:S:1:pos:R:3:forces:R:3
O 2.093 -1.677 -0.989 -0.035 -0.162 -0.122
H 1.684 -1.925 -1.818 0.126 0.083 -0.006
H 2.786 -2.325 -0.861 0.397 -0.195 0.153
O 1.442 1.175 2.997 0.067 0.824 0.159
H 1.514 0.435 3.600 0.154 -0.353 0.150
H 1.237 0.777 2.151 -0.053 -0.100 -0.509
O 0.262 1.878 -1.695 0.546 -0.914 -0.371
H -0.390 1.686 -2.370 -0.141 0.139 -0.206
H -0.171 2.503 -1.114 -0.387 1.031 0.441
O 0.744 0.123 0.514 -0.536 -0.214 0.630
H 1.401 -0.552 0.342 0.187 -0.240 -0.087
H 0.750 0.669 -0.273 -0.075 0.516 -0.576
C -1.530 -1.370 -1.859 -0.055 0.838 0.358
C -1.349 -2.657 -2.639 0.934 0.941 2.221
C -2.186 -2.678 -3.921 -1.116 0.479 -2.022
O -1.938 -1.534 -4.730 0.289 -0.391 0.518
C -3.015 -1.320 -5.666 -0.006 -1.098 -0.603
N 0.045 -2.803 -2.965 -1.916 0.709 -1.902
H -1.239 -1.479 -0.814 -0.151 -0.205 0.058
H -2.553 -0.997 -1.916 -0.042 -0.285 0.125
H -0.917 -0.540 -2.207 0.147 -0.119 -0.362
H -1.678 -3.458 -1.977 -0.143 -0.612 -0.476
H -3.246 -2.661 -3.664 -0.060 -0.121 0.638
H -2.034 -3.622 -4.445 0.371 -0.062 -0.244
H -2.857 -0.509 -6.377 0.458 0.342 0.767
H -3.989 -1.245 -5.182 0.078 0.265 0.285
H -3.048 -2.203 -6.304 -0.180 -0.212 -0.058
H 0.349 -1.906 -3.316 0.821 0.731 0.335
H 0.287 -3.466 -3.687 0.385 -1.179 0.299
C -2.830 1.572 4.584 0.302 -0.460 0.048
C -1.590 1.059 3.833 -1.287 0.950 1.546
O -2.010 0.209 2.788 0.458 0.124 -0.180
H -2.578 1.947 5.576 0.269 0.145 -0.065
H -3.471 0.711 4.771 -0.336 0.125 -0.196
H -3.352 2.372 4.059 -0.130 -0.216 -0.132
H -1.008 0.505 4.569 0.389 -0.063 -0.128
H -1.027 1.929 3.493 0.288 -0.293 -0.166
H -1.193 0.093 2.297 0.080 -0.389 -0.578
C -2.507 2.331 0.478 -0.298 -0.596 -0.347
C -1.431 3.231 0.959 -0.812 1.074 1.532
O -0.896 3.958 -0.098 1.296 -0.050 -1.517
H -1.962 1.567 -0.076 -0.361 -0.741 0.213
H -3.231 2.711 -0.243 0.126 0.737 0.188
H -3.057 1.950 1.338 0.182 -0.450 -0.250
H -0.683 2.654 1.503 0.222 -0.176 -0.123
H -1.766 4.011 1.641 -0.550 -0.327 0.569
H -0.107 4.370 0.261 0.208 0.385 -0.292
C 3.970 2.290 -0.657 -1.407 -0.905 -0.493
C 4.354 1.478 -1.934 0.433 0.755 1.093
O 5.416 2.089 -2.608 1.071 0.701 -0.662
H 2.962 1.972 -0.394 -0.349 -0.159 -0.009
H 3.848 3.367 -0.772 0.596 -0.050 -0.273
H 4.505 2.017 0.253 0.631 0.248 -0.393
H 3.596 1.377 -2.710 -0.829 -0.286 0.775
H 4.737 0.520 -1.584 -0.491 -0.452 -0.076
H 5.188 2.115 -3.540 0.308 0.141 0.058
C 1.696 -2.855 2.773 -0.541 -0.157 0.195
C 1.542 -2.630 4.246 -0.446 0.856 0.163
O 1.451 -1.165 4.450 0.663 -1.757 0.039
H 1.732 -3.942 2.689 -0.249 -0.064 -0.557
H 2.584 -2.452 2.286 -0.022 0.265 0.327
H 0.773 -2.417 2.394 0.178 -0.248 -0.879
H 2.283 -3.241 4.763 0.662 1.061 0.655
H 0.610 -3.110 4.542 -0.301 0.305 0.040
H 0.995 -0.909 5.255 -0.015 -0.468 0.281
```
Positions in Å, forces in eV/Å.

Spin multiplicity: 2
E_tot: -33047.4753 eV
Frontier orbital gap (alpha / beta): 8.34 / 2.43 eV
Total charge: +1

***

# 6
The following is a DFT calculation (the ωB97M-V functional and the def2-TZVPD basis) of a structure of composition C26H26BrClIN6O2RbSSeSi in a non-equilibrium geometry.

```
67
Properties=species:S:1:pos:R:3:forces:R:3
Rb -1.379 -1.672 0.439 0.047 0.815 1.070
N -2.545 0.389 -4.353 0.240 -0.181 -0.100
C -2.084 0.061 -3.106 0.077 -0.064 -0.349
N -2.576 0.505 -2.021 0.186 -0.094 0.545
C -3.646 1.390 -2.053 0.148 -0.082 1.140
N -4.121 1.865 -0.956 -1.451 0.125 -1.717
N -3.564 1.638 0.198 1.514 -0.034 1.277
C -3.919 0.798 1.075 -0.789 -0.131 -0.746
C -3.191 0.702 2.341 0.175 0.041 0.713
C -3.868 0.489 3.539 0.080 0.165 -0.248
C -3.138 0.398 4.709 0.102 0.163 -0.003
C -1.760 0.500 4.633 -0.098 -0.001 0.019
C -1.170 0.680 3.390 0.208 0.126 0.373
N -1.865 0.798 2.274 -0.082 -0.068 -0.523
C -4.208 1.777 -3.344 -0.044 -0.014 -0.510
C -5.303 2.621 -3.480 0.023 -0.080 -0.147
C -5.782 2.964 -4.732 -0.102 0.122 0.087
C -5.172 2.462 -5.873 0.164 -0.167 -0.067
C -4.098 1.594 -5.763 -0.042 0.033 0.025
C -3.612 1.249 -4.506 -0.366 0.273 0.285
H -2.133 -0.054 -5.160 -0.014 0.049 0.181
H -1.259 -0.639 -3.078 0.024 -0.157 -0.141
H -4.760 0.106 0.931 -0.010 0.158 -0.076
H -4.942 0.384 3.544 -0.119 -0.072 -0.001
H -3.633 0.226 5.653 -0.011 -0.034 -0.011
H -1.149 0.423 5.518 0.112 -0.054 0.092
H -0.095 0.747 3.277 0.165 -0.016 0.058
H -5.779 2.987 -2.584 0.014 0.075 0.117
H -6.635 3.623 -4.817 -0.019 0.032 -0.023
H -5.531 2.743 -6.855 -0.044 -0.020 -0.021
H -3.628 1.167 -6.640 0.008 0.047 -0.087
S -4.173 -2.753 5.218 -0.738 -0.247 1.455
C -3.485 -2.604 3.770 0.529 0.033 -1.186
N -2.994 -2.472 2.720 0.147 -0.011 -0.296
Br 4.421 -0.806 -5.527 0.111 0.038 -0.081
C 4.740 -0.119 -3.779 -0.121 -0.084 -0.160
C 5.906 0.599 -3.572 0.093 0.014 -0.133
C 6.173 1.122 -2.319 0.024 -0.008 -0.024
C 5.278 0.910 -1.284 0.090 0.088 0.060
C 4.119 0.192 -1.506 -0.225 -0.019 0.061
C 3.823 -0.325 -2.760 -0.278 -0.150 -0.162
I 1.983 -1.337 -3.020 0.476 0.232 0.039
H 6.593 0.752 -4.393 0.011 -0.017 -0.037
H 7.077 1.695 -2.167 0.040 0.016 0.055
H 5.445 1.307 -0.295 0.021 0.030 0.167
H 3.426 0.055 -0.688 -0.022 -0.002 0.177
C 5.879 -0.282 3.531 -0.375 0.011 0.217
Si 4.012 0.016 3.820 0.141 0.137 -0.104
C 3.869 1.208 5.309 0.108 -0.345 -0.244
C 3.296 -1.657 4.392 0.180 0.436 -0.116
Se 3.102 0.900 2.023 -0.186 -0.098 -0.021
H 6.390 -0.577 4.444 0.171 -0.120 0.273
H 6.351 0.616 3.150 0.040 0.270 -0.060
H 6.031 -1.060 2.789 -0.049 -0.194 -0.164
H 4.516 0.913 6.133 0.118 -0.093 0.221
H 2.844 1.235 5.670 -0.207 -0.026 0.049
H 4.132 2.218 5.009 0.079 0.140 -0.126
H 3.804 -2.009 5.287 0.119 -0.089 0.221
H 3.407 -2.413 3.619 0.050 -0.094 -0.182
H 2.237 -1.572 4.613 -0.208 0.061 0.037
Cl -0.393 -5.073 -0.214 -0.086 -0.521 0.602
C 0.227 -4.210 -1.610 -0.054 0.529 -0.398
C -0.805 -3.175 -2.151 0.326 -0.762 -0.461
O -1.884 -3.062 -1.582 -0.809 -0.363 -0.279
O -0.415 -2.542 -3.157 0.401 0.153 -0.517
H 0.484 -4.930 -2.388 -0.018 0.181 0.070
H 1.125 -3.680 -1.290 0.007 -0.084 -0.167
```
Positions in Å, forces in eV/Å.

E_tot: -215805.1164 eV
Frontier orbital gap: 5.54 eV
Total charge: -2

***

Energy relative to the best compared isomer or geometry (same formula, charge and spin) in kJ/mol, matching the order above: 584.9, 282.6, 288.0, 0.0, 0.0, 119.8